Model 1:
Here is an isolated molecule of C4H4N2OS from OMol25. Energies are from wB97M-V/def2-TZVPD.

Output
Kohn-Sham gap: 8.276 eV
molar mass: 128.156 u
total charge: 0
SMILES: Oc1nc(=S)cc[nH]1

Each line ends with the Mulliken charge.
Positions of all 12 atoms, in Å:
O -2.232 -1.605 -0.293  -0.476
C -1.013 -0.969 -0.277  0.474
N -0.597 -0.300 0.720  -0.509
C 0.511 0.603 0.473  0.258
S 0.999 1.553 1.710  -0.310
C 1.253 0.531 -0.799  -0.460
C 0.715 -0.289 -1.717  -0.070
N -0.421 -0.975 -1.537  -0.130
H -2.526 -1.337 0.577  0.367
H 2.321 0.920 -0.799  0.296
H 1.255 -0.547 -2.701  0.250
H -0.843 -1.379 -2.453  0.310


Model 2:
Here is a structure of composition C4H4N2OS from OMol25. Energies are from wB97M-V/def2-TZVPD.

Output
Kohn-Sham gap: 9.381 eV
molar mass: 128.156 u
total charge: 0

Each line ends with the Mulliken charge.
Positions of all 12 atoms, in Å:
C 0.674 0.357 -0.100  -0.037
C -0.904 -0.896 0.661  0.202
C -2.024 -0.227 -0.905  -0.266
C -0.596 -0.010 -0.392  0.521
H 1.197 1.678 -1.889  0.140
H -2.964 -1.142 0.829  0.263
H -2.133 -0.647 -1.899  0.223
H -2.642 0.649 -0.775  0.228
N 0.020 -1.063 1.560  -0.541
N -2.197 -1.235 0.199  -0.376
O 1.053 -0.259 1.049  -0.133
S 1.904 1.393 -0.784  -0.224


Which structure is most stable, and how do the rest compare? From most to least stable: model 1, model 2.


Model 1:
Here is an isolated molecule of C6H8N2 from OMol25. Energies are from wB97M-V/def2-TZVPD.

Output
Kohn-Sham gap: 9.425 eV
molar mass: 108.144 u
total charge: 0
SMILES: C=NN1[C@@H]2CC=C[C@@H]21

Each line ends with the Mulliken charge.
Positions of all 16 atoms, in Å:
C 0.124 -0.491 -2.881  -0.343
N 0.569 0.323 -1.864  -0.506
N -0.014 -0.322 -0.775  -0.282
C 0.898 -0.030 0.374  -0.532
C 0.757 -0.447 1.789  -0.353
C -0.684 -0.158 2.226  -0.359
C -1.440 0.417 1.162  -0.646
C -0.389 0.727 0.052  0.233
H 0.352 -0.226 -3.924  0.272
H -0.300 -1.410 -2.664  0.391
H 1.580 0.557 -0.195  0.611
H 1.531 -1.390 2.250  0.262
H 1.227 0.559 2.439  0.157
H -1.198 -0.305 3.270  0.285
H -2.406 0.438 1.634  0.336
H -0.259 1.655 -0.667  0.474


Model 2:
Here is a structure of composition C6H8N2 from OMol25. Energies are from wB97M-V/def2-TZVPD.

Output
Kohn-Sham gap: 8.767 eV
molar mass: 108.144 u
total charge: 0

Each line ends with the Mulliken charge.
Positions of all 16 atoms, in Å:
C -0.415 -1.489 2.099  -0.817
C 0.471 0.497 0.850  -0.946
C 0.329 1.071 -0.350  0.453
C 0.749 1.683 -1.551  -0.323
C -0.489 0.177 -1.108  0.333
C -1.043 -0.778 -0.365  -0.711
H -0.932 -1.152 3.020  0.244
H 0.663 -1.559 2.390  0.316
H -0.720 -2.508 1.812  0.299
H 1.072 0.776 1.689  0.395
H 0.692 2.762 -1.571  0.237
H 1.819 1.448 -1.850  0.204
H 0.151 0.457 -3.052  0.278
H -1.584 -1.705 -0.643  0.308
N -0.421 -0.617 0.933  0.245
N -0.342 0.937 -2.303  -0.512


Which structure is most stable, and how do the rest compare? From most to least stable: model 2, model 1.


Model 1:
Here is a cluster of 2 separate species, C6H8N2 in total from OMol25. Energies are from wB97M-V/def2-TZVPD.

Output
Kohn-Sham gap: 6.939 eV
molar mass: 108.144 u
total charge: 0

Each line ends with the Mulliken charge.
Positions of all 16 atoms, in Å:
C 1.675 -0.666 1.966  -0.868
C 1.474 -0.131 0.392  0.100
C -0.331 -0.650 -0.496  0.483
C -1.459 -0.364 -1.310  -0.795
C -0.959 1.428 0.234  -0.668
C 0.040 0.489 0.339  0.291
H 1.456 0.254 2.602  0.267
H 2.791 -1.018 1.940  0.267
H 0.833 -1.381 1.953  0.310
H 2.355 0.421 -0.284  0.278
H 1.560 -2.076 -0.709  0.283
H -2.064 -1.052 -1.840  0.373
H -3.168 0.600 0.064  0.206
H -0.995 2.623 0.517  0.278
N 1.021 -0.994 -0.639  -0.365
N -1.792 1.136 -0.931  -0.440


Model 2:
Here is an isolated molecule of C6H8N2 from OMol25. Energies are from wB97M-V/def2-TZVPD.

Output
Kohn-Sham gap: 9.482 eV
molar mass: 108.144 u
total charge: 0
SMILES: C1=C[C@@H]2CN2C=NC1

Each line ends with the Mulliken charge.
Positions of all 16 atoms, in Å:
C 1.345 0.213 -1.148  -0.317
C 0.609 -0.965 -1.318  -0.596
C -0.351 -1.280 -0.196  -0.040
C -1.819 -1.176 -0.197  -0.176
N -1.043 0.065 0.225  -0.289
C -0.554 0.609 1.318  -0.064
N 0.575 1.270 1.382  -0.569
C 1.276 1.269 0.006  -0.480
H 2.156 0.420 -1.807  0.392
H 0.879 -1.565 -2.265  0.270
H 0.013 -1.870 0.596  0.333
H -2.385 -1.633 0.675  0.273
H -2.311 -1.129 -1.243  0.236
H -1.245 0.787 2.086  0.458
H 0.789 2.191 -0.475  0.246
H 2.344 1.436 0.391  0.323


Model 3:
Here is an isolated molecule of C6H8N2 from OMol25. Energies are from wB97M-V/def2-TZVPD.

Output
Kohn-Sham gap: 9.198 eV
molar mass: 108.144 u
total charge: 0
SMILES: c1nc2c([nH]1)CCC2

Each line ends with the Mulliken charge.
Positions of all 16 atoms, in Å:
C 0.915 1.679 1.059  -0.155
N -0.137 1.023 1.488  -0.729
C -0.359 0.040 0.625  0.351
C 0.500 0.115 -0.379  0.039
N 1.353 1.175 -0.105  -0.081
C 0.213 -0.937 -1.479  -0.607
C -1.118 -1.472 -1.079  -0.588
C -1.346 -1.199 0.407  -0.335
H 1.703 2.322 1.671  0.266
H 1.975 1.566 -0.753  0.160
H 0.979 -1.677 -1.518  0.275
H 0.184 -0.416 -2.396  0.335
H -1.796 -0.841 -1.761  0.217
H -1.239 -2.511 -1.442  0.335
H -2.457 -1.164 0.646  0.326
H -0.686 -2.020 0.946  0.192


Model 4:
Here is an isolated molecule of C6H8N2 from OMol25. Energies are from wB97M-V/def2-TZVPD.

Output
Kohn-Sham gap: 8.941 eV
molar mass: 108.144 u
total charge: 0
SMILES: C=C(C)/C(N)=C/C#N

Each line ends with the Mulliken charge.
Positions of all 16 atoms, in Å:
C 0.471 1.310 -1.573  -0.813
C -0.388 0.683 -0.774  0.370
C -1.860 0.376 -0.653  -0.917
C 0.443 -0.299 0.192  0.416
N 0.173 -1.687 0.289  -0.619
C 1.101 0.347 1.310  -0.554
C 1.626 -0.538 2.125  0.304
N 2.000 -1.509 2.757  -0.608
H 0.109 2.014 -2.402  0.258
H 1.509 1.511 -1.355  0.343
H -2.775 0.988 -1.354  0.266
H -2.138 0.691 0.528  0.259
H -2.251 -0.709 -0.657  0.249
H 1.148 -2.450 0.562  0.331
H -0.327 -2.106 -0.477  0.253
H 1.158 1.378 1.482  0.462


Which structure is most stable, and how do the rest compare? From most to least stable: model 3, model 2, model 4, model 1.


Model 1:
Here is a structure of composition C6H8N2 from OMol25. Energies are from wB97M-V/def2-TZVPD.

Output
Kohn-Sham gap: 8.806 eV
molar mass: 108.144 u
total charge: 0

Each line ends with the Mulliken charge.
Positions of all 16 atoms, in Å:
C -1.944 0.094 1.383  -0.850
C -1.415 -1.222 0.890  -0.156
C -0.408 -1.227 -0.135  -0.527
C 1.829 -0.003 -0.363  -0.200
C 2.350 1.154 -0.989  -0.304
C 0.374 1.146 -1.331  -0.191
H -2.746 0.090 0.613  0.248
H -1.306 0.843 1.091  0.278
H -1.934 -0.152 2.560  0.298
H -1.687 -2.139 1.520  0.343
H -0.113 -2.104 -0.466  0.547
H 2.233 -1.101 0.023  0.226
H 3.520 1.319 -1.283  0.246
H -0.678 1.438 -1.517  0.354
N 0.509 -0.018 -0.467  0.185
N 1.417 1.883 -1.528  -0.496


Model 2:
Here is a structure of composition C6H8N2 from OMol25. Energies are from wB97M-V/def2-TZVPD.

Output
Kohn-Sham gap: 8.646 eV
molar mass: 108.144 u
total charge: 0

Each line ends with the Mulliken charge.
Positions of all 16 atoms, in Å:
C -2.839 -0.075 -0.162  -0.815
C -0.449 1.246 -0.097  -0.809
C 0.929 0.734 -0.032  0.404
C 2.444 0.594 0.147  -0.379
C 0.931 -0.709 -0.030  0.487
C -0.361 -1.031 0.126  -0.883
H -3.383 -0.473 0.755  0.280
H -2.771 -1.016 -0.889  0.259
H -3.041 0.680 -0.844  0.400
H -1.006 2.124 0.095  0.369
H 3.224 0.772 0.957  0.260
H 2.957 1.205 -0.604  0.173
H 3.182 -1.465 0.106  0.282
H -0.874 -1.922 0.591  0.305
N -1.234 0.066 0.255  0.103
N 2.293 -0.730 -0.374  -0.438


Which structure is most stable, and how do the rest compare? From most to least stable: model 1, model 2.